[1]
This record from the OMol25 dataset describes C4H7NO2 in the gas phase. The level of theory is ωB97M-V/def2-TZVPD.

Values from the calculation:
Net charge ... 0
SMILES ... ONC1=C(O)CC1
LUMO energy ... 0.786 eV
Energy relative to the best compared isomer or geometry (same formula, charge and spin) ... 86.5 kcal/mol

Structure (XYZ):
```
14
Properties=species:S:1:pos:R:3:forces:R:3:mulliken_charge:R:1
O -0.741 -1.860 -0.716 -0.099 0.104 -0.106 -0.577
O -0.830 0.607 -2.207 -0.283 0.119 -0.365 -0.461
N -0.203 1.338 -1.155 0.624 0.083 0.243 -0.315
C 0.024 0.417 -0.103 -0.091 -0.196 0.051 0.010
C 0.389 -0.959 1.435 -0.021 -0.133 0.049 -0.423
C -0.198 -0.892 0.050 0.153 0.293 0.066 0.294
C 0.618 0.585 1.274 0.138 0.191 0.032 -0.390
H 0.706 1.592 -1.555 -0.222 0.089 0.222 0.289
H 1.314 -1.543 1.523 -0.214 0.102 -0.029 0.206
H 1.667 0.900 1.289 -0.068 -0.108 0.092 0.214
H 0.055 1.201 1.987 0.039 -0.117 -0.208 0.215
H -1.461 1.254 -2.544 -0.104 -0.238 -0.025 0.338
H -0.299 -1.240 2.241 0.107 0.067 -0.121 0.230
H -1.041 -1.400 -1.518 0.041 -0.256 0.100 0.370
```
Forces are in eV/Å.

---

[2]
This record from the OMol25 dataset describes C6H8N2O in the gas phase in a non-equilibrium geometry. The level of theory is ωB97M-V/def2-TZVPD.

Values from the calculation:
Net charge ... 0
SMILES ... NCc1ccc[n+]([O-])c1
LUMO energy ... 0.533 eV
Energy relative to the best compared isomer or geometry (same formula, charge and spin) ... 69.7 kcal/mol

Structure (XYZ):
```
17
Properties=species:S:1:pos:R:3:forces:R:3:mulliken_charge:R:1
O -2.380 -1.999 -0.181 -0.960 -0.264 -0.882 -0.734
N -1.746 -0.894 -0.210 -0.257 -1.829 3.168 0.541
N 2.243 -1.204 0.242 0.084 1.534 1.200 -0.642
C -2.351 0.239 0.199 -0.708 1.046 -1.350 -0.306
C -1.642 1.423 0.129 -2.158 1.145 0.973 -0.513
C 1.825 0.176 -0.325 0.574 -0.671 1.640 -0.511
C -0.407 -1.013 -0.104 0.516 2.346 -1.299 -0.482
C -0.327 1.349 -0.158 1.787 2.943 -0.583 -0.333
C 0.328 0.152 -0.199 0.688 -0.349 -0.158 0.383
H 3.225 -1.297 0.149 1.253 -0.204 -0.817 0.255
H 2.230 -1.237 1.315 -0.796 0.601 -1.912 0.214
H 2.084 0.331 -1.404 0.136 -0.682 0.923 0.278
H -3.423 0.151 0.328 0.211 -0.035 0.144 0.403
H -2.126 2.413 0.398 0.520 -1.473 -0.579 0.286
H 0.255 2.310 -0.339 -0.710 -1.371 0.481 0.275
H -0.046 -1.993 -0.089 0.500 -1.114 -0.081 0.592
H 2.259 1.093 0.248 -0.680 -1.624 -0.868 0.294
```
Forces are in eV/Å.

---

[3]
This record from the OMol25 dataset describes C7H15N3O2 in the gas phase in a non-equilibrium geometry. The level of theory is ωB97M-V/def2-TZVPD.

Values from the calculation:
Net charge ... 0
SMILES ... CCOC(=O)N1NCCCCN1
LUMO energy ... 0.935 eV
Energy relative to the best compared isomer or geometry (same formula, charge and spin) ... 74.8 kcal/mol

Structure (XYZ):
```
27
Properties=species:S:1:pos:R:3:forces:R:3:mulliken_charge:R:1
O 0.614 -0.665 -1.435 1.785 -2.255 -0.239 -0.231
O -1.158 0.383 -2.262 0.720 0.497 1.000 -0.585
N -0.970 2.188 0.213 0.262 -0.967 0.598 -0.612
N 0.081 1.409 -0.318 -1.070 -1.603 -2.853 0.410
N 1.276 1.419 0.373 0.013 -0.759 0.723 -0.525
C 1.386 -2.847 -2.155 0.032 3.433 0.862 -1.342
C -1.337 0.477 2.070 1.062 2.328 1.970 -0.601
C 0.692 -1.596 -2.614 -0.848 1.471 -0.659 -0.188
C -0.229 0.276 -1.493 -1.714 4.058 2.038 0.541
C 1.137 0.848 1.755 -0.105 1.296 1.390 -0.500
C -1.981 1.387 0.930 1.268 -3.941 -0.813 -0.579
C 0.030 -0.223 1.901 -0.837 1.092 -0.514 -0.520
H -1.265 2.828 -0.501 -0.705 0.001 -0.027 0.250
H 0.668 -3.440 -1.771 -2.304 -2.240 1.677 0.381
H 1.645 2.388 0.433 -0.513 -1.013 -0.221 0.284
H 2.082 -2.582 -1.385 0.758 -0.152 0.143 0.336
H 0.140 -0.888 2.781 0.404 0.563 -0.452 0.384
H -0.091 -0.854 1.024 0.645 -0.237 -0.169 0.155
H -2.735 1.837 1.494 -1.029 1.867 0.271 0.478
H 1.292 -0.974 -3.345 -0.897 -0.982 0.519 0.282
H -1.110 1.284 2.926 -0.788 -1.866 -1.335 0.220
H -0.373 -1.833 -2.988 1.738 0.781 0.478 0.302
H 0.853 1.761 2.493 0.715 -2.123 -1.324 0.260
H 2.102 0.414 2.088 -0.337 0.481 -0.325 0.350
H -1.993 -0.314 2.482 -0.395 0.849 -0.459 0.390
H 1.762 -3.332 -2.962 1.667 -1.394 -2.340 0.457
H -2.518 0.648 0.266 0.474 0.814 0.059 0.206
```
Forces are in eV/Å.

---

[4]
This record from the OMol25 dataset describes a molecular structure, C2H3F2IS in a non-equilibrium geometry. The level of theory is ωB97M-V/def2-TZVPD.

Values from the calculation:
Net charge ... 0
LUMO energy ... -0.725 eV
Energy relative to the best compared isomer or geometry (same formula, charge and spin) ... 5.1 kcal/mol

Structure (XYZ):
```
9
Properties=species:S:1:pos:R:3:forces:R:3:mulliken_charge:R:1
I -0.115 -2.545 -2.291 0.081 0.142 0.093 0.130
S -1.385 -0.114 0.104 2.420 -1.150 -1.668 -0.089
F 1.401 -1.112 -0.261 0.142 -0.108 -0.072 -0.160
F 0.829 0.174 -1.884 0.157 -0.057 -0.153 -0.149
C 0.463 -0.860 -1.154 -2.824 1.133 1.825 0.178
C -0.436 0.964 1.201 -0.187 0.007 -0.294 -0.715
H -0.435 1.984 0.821 0.086 -0.022 0.106 0.262
H -0.901 0.924 2.183 0.031 0.034 0.045 0.303
H 0.578 0.585 1.279 0.094 0.021 0.118 0.241
```
Forces are in eV/Å.

---

[5]
This record from the OMol25 dataset describes C3H6N2O in the gas phase. The level of theory is ωB97M-V/def2-TZVPD.

Values from the calculation:
Net charge ... 0
SMILES ... [H]/N=C(\C)NC=O
LUMO energy ... 0.815 eV
Energy relative to the best compared isomer or geometry (same formula, charge and spin) ... 24.2 kcal/mol

Structure (XYZ):
```
12
Properties=species:S:1:pos:R:3:forces:R:3:mulliken_charge:R:1
O 2.245 -1.885 -0.740 -0.177 0.112 0.457 -0.504
N -0.421 0.696 -1.495 -0.092 0.028 0.354 -0.635
N 1.160 -0.010 0.011 0.114 -0.069 -0.259 -0.249
C -1.118 0.607 0.884 -0.041 -0.016 0.022 -1.035
C 1.346 -1.386 -0.109 0.209 -0.139 -0.087 0.134
C -0.177 0.432 -0.281 -0.179 0.129 -0.271 0.481
H -1.376 1.033 -1.614 0.030 0.059 0.038 0.249
H 0.595 -1.986 0.436 0.013 0.079 -0.099 0.303
H -1.198 1.682 1.089 0.011 -0.181 0.026 0.308
H -2.118 0.234 0.641 0.175 0.061 0.039 0.335
H -0.749 0.126 1.792 -0.039 -0.005 -0.167 0.313
H 1.812 0.456 -0.613 -0.024 -0.057 -0.053 0.301
```
Forces are in eV/Å.

---

[6]
This record from the OMol25 dataset describes a molecular structure, C3H5CdO4 in a non-equilibrium geometry. The level of theory is ωB97M-V/def2-TZVPD.

Values from the calculation:
Net charge ... -1
LUMO energy ... 3.133 eV
Energy relative to the best compared isomer or geometry (same formula, charge and spin) ... 0.0 kcal/mol

Structure (XYZ):
```
13
Properties=species:S:1:pos:R:3:forces:R:3:mulliken_charge:R:1
Cd -0.994 2.718 3.654 -1.878 1.661 2.516 -0.834
O -0.944 1.508 0.252 0.629 0.342 -0.150 -0.610
O 0.054 1.794 2.246 2.261 -1.341 -2.498 -0.087
O 0.084 -2.111 -1.647 0.057 0.660 0.450 -0.549
O 0.859 0.326 0.842 1.318 -0.313 -0.113 -0.287
C 0.934 -0.186 -0.481 -0.448 0.248 0.244 -0.344
C -0.344 -0.929 -0.844 0.434 -1.341 -1.218 -0.208
C -0.048 1.315 1.082 -1.843 -0.369 0.241 0.620
H -0.700 -2.545 -1.991 -0.109 0.111 0.054 0.279
H 1.783 -0.881 -0.489 -0.270 0.148 0.004 0.289
H -0.819 -1.328 0.068 -0.100 0.599 -0.378 0.264
H -0.976 -0.318 -1.505 -0.082 -0.221 0.780 0.233
H 1.112 0.636 -1.186 0.030 -0.185 0.068 0.235
```
Forces are in eV/Å.

---

Which formula does entry 3 have? C7H15N3O2